A | DFT (wB97M-V/def2-TZVPD) results for a structure of composition C3H2N2O.

Last column: Mulliken charge in e.
Positions of all 8 atoms, in Å:
C  -1.608  0.445  -0.027  0.48
C  0.992  -0.498  0.183  0.59
C  -0.668  -0.031  -0.879  -0.66
N  -2.550  0.664  0.612  -0.44
N  1.921  -0.211  0.919  -0.43
O  0.383  -1.148  -0.661  -0.22
H  -0.512  0.327  -1.860  0.38
H  2.040  0.453  1.713  0.31

LUMO energy ... -0.15 eV
2S+1 ... 1
HOMO energy ... -8.30 eV
Kohn-Sham gap ... 8.2 eV


B | DFT (wB97M-V/def2-TZVPD) results for an isolated molecule of C3H2N2O.

Last column: Mulliken charge in e.
Positions of all 8 atoms, in Å:
O  -2.030  0.108  0.100  -0.47
C  -0.840  0.037  -0.091  0.68
C  0.196  0.391  1.169  -0.05
N  1.372  0.151  0.680  -0.28
N  1.273  -0.424  -0.563  -0.20
C  0.080  -0.174  -1.230  -0.31
H  -0.015  0.531  2.274  0.34
H  -0.035  -0.620  -2.340  0.30

LUMO energy ... -1.91 eV
2S+1 ... 1
SMILES string ... O=C1C=NN=C1
HOMO energy ... -9.82 eV
Kohn-Sham gap ... 7.9 eV


Most stable: B (next structure +86.1 kJ/mol)


A | DFT (wB97M-V/def2-TZVPD) results for an isolated molecule of C3H2N2O.

Last column: Mulliken charge in e.
Positions of all 8 atoms, in Å:
N  1.589  1.239  1.708  -0.34
C  1.069  0.744  0.816  0.16
C  0.257  0.323  -0.273  -0.07
N  -0.188  -1.072  -0.525  -0.31
C  -1.197  -0.281  -0.186  0.47
O  -2.334  -0.042  -0.127  -0.42
H  0.570  0.992  -1.205  0.24
H  0.233  -1.904  -0.208  0.27

LUMO energy ... 0.39 eV
2S+1 ... 1
SMILES string ... N#C[C@H]1NC1=O
HOMO energy ... -10.19 eV
Kohn-Sham gap ... 10.6 eV


B | DFT (wB97M-V/def2-TZVPD) results for an isolated molecule of C3H2N2O.

Last column: Mulliken charge in e.
Positions of all 8 atoms, in Å:
N  -0.229  2.432  -0.788  -0.34
C  -0.136  1.330  -0.446  0.09
C  -0.219  -0.144  -0.206  0.58
O  -1.235  -0.474  0.699  -0.49
C  1.096  -0.749  0.064  -0.02
N  2.103  -1.308  0.206  -0.33
H  -0.443  -0.618  -1.150  0.14
H  -0.937  -0.468  1.620  0.37

LUMO energy ... 0.08 eV
2S+1 ... 1
SMILES string ... N#CC(O)C#N
HOMO energy ... -12.48 eV
Kohn-Sham gap ... 12.6 eV


Most stable: B (next structure +88.2 kJ/mol)


A | DFT (wB97M-V/def2-TZVPD) results for a cluster of 3 separate species, C3H12N2O3 in total.

Last column: Mulliken charge in e.
Positions of all 20 atoms, in Å:
C  -1.408  0.100  1.313  -1.24
C  -1.327  0.451  -0.148  0.34
N  -2.183  1.667  -0.417  -0.64
C  0.120  0.641  -0.684  0.53
N  0.071  0.547  -2.058  -0.36
O  1.095  0.756  0.019  -0.64
H  -0.516  0.231  1.967  0.11
H  -1.677  -0.934  1.562  0.29
H  -2.064  0.772  1.928  0.37
H  -1.879  -0.274  -0.738  0.31
H  -1.698  2.523  -0.229  0.19
H  -3.086  1.568  0.014  0.25
H  0.845  0.450  -2.685  0.24
H  -0.838  0.290  -2.399  0.20
O  3.250  -2.291  -1.772  -0.64
H  3.219  -1.327  -1.734  0.31
H  3.361  -2.664  -0.893  0.33
O  1.795  -1.175  2.296  -0.63
H  1.680  -0.466  1.642  0.39
H  1.239  -0.865  3.018  0.31

LUMO energy ... 0.66 eV
2S+1 ... 1
SMILES string ... C[C@@H](N)C(N)=O.O.O
HOMO energy ... -9.60 eV
Kohn-Sham gap ... 10.3 eV


B | DFT (wB97M-V/def2-TZVPD) results for a cluster of 3 separate species, C3H12N2O3 in total.

Last column: Mulliken charge in e.
Positions of all 20 atoms, in Å:
N  -2.288  1.448  0.020  -0.64
C  -2.174  0.022  0.246  -0.45
C  -0.641  -0.472  0.210  -0.09
C  0.438  0.511  -0.035  0.33
N  0.608  1.279  -1.193  -0.57
O  1.220  0.761  0.903  -0.66
H  -2.144  1.970  0.880  0.25
H  -1.597  1.716  -0.667  0.25
H  -2.738  -0.080  1.202  0.36
H  -2.447  -0.512  -0.664  0.27
H  -0.568  -1.232  -0.563  0.30
H  -0.437  -0.813  1.249  0.13
H  1.307  2.095  -1.294  0.24
H  -0.026  1.379  -1.861  0.20
O  1.867  -1.863  2.169  -0.65
H  1.894  -1.006  1.654  0.32
H  1.153  -2.453  1.970  0.31
O  2.476  -0.962  -1.653  -0.66
H  2.321  -1.570  -0.886  0.32
H  1.778  -0.218  -1.688  0.43

LUMO energy ... 0.39 eV
2S+1 ... 1
SMILES string ... NCCC(N)=O.O.O
HOMO energy ... -9.70 eV
Kohn-Sham gap ... 10.1 eV


C | DFT (wB97M-V/def2-TZVPD) results for a cluster of 3 separate species, C3H12N2O3 in total.

Last column: Mulliken charge in e.
Positions of all 20 atoms, in Å:
C  -2.037  1.454  -0.453  -1.11
C  -0.935  1.228  0.543  -0.50
N  -0.276  -0.039  0.229  -0.07
C  0.301  -0.766  1.262  0.25
N  0.735  -0.036  2.386  -0.42
O  0.401  -1.971  1.217  -0.60
H  -2.566  2.402  -0.407  0.37
H  -2.899  0.771  -0.450  0.30
H  -1.684  1.321  -1.509  0.30
H  -0.242  2.110  0.592  0.21
H  -1.307  1.333  1.591  0.46
H  -0.300  -0.501  -0.663  0.44
H  0.901  -0.562  3.221  0.22
H  1.280  0.792  2.212  0.22
O  0.154  1.156  -2.742  -0.66
H  0.223  0.766  -1.860  0.30
H  0.295  2.106  -2.603  0.33
O  1.412  -1.478  -1.502  -0.66
H  1.899  -1.394  -0.668  0.31
H  0.990  -2.325  -1.550  0.32

LUMO energy ... 0.62 eV
2S+1 ... 1
SMILES string ... CCNC(N)=O.O.O
HOMO energy ... -9.60 eV
Kohn-Sham gap ... 10.2 eV


Most stable: C (next structure +23.7 kJ/mol)


A | DFT (wB97M-V/def2-TZVPD) results for a cluster of 3 separate species, C3H12N2O3 in total.

Last column: Mulliken charge in e.
Positions of all 20 atoms, in Å:
N  0.091  1.960  1.037  -0.63
C  0.083  0.908  0.011  -0.06
C  1.363  0.795  -0.795  -0.43
C  1.217  -0.153  -1.979  0.30
N  0.529  -1.308  -1.737  -0.25
O  1.780  0.026  -3.041  -0.63
H  -0.712  2.579  0.999  0.21
H  0.964  2.463  1.051  0.21
H  0.049  -0.008  0.580  -0.23
H  -0.766  0.925  -0.670  0.48
H  2.229  0.447  -0.237  0.32
H  1.714  1.748  -1.202  0.32
H  0.592  -1.970  -2.491  0.21
H  -0.097  -1.535  -0.980  0.24
O  -1.192  -0.540  2.565  -0.71
H  -2.146  -0.595  2.660  0.32
H  -0.903  0.379  2.659  0.32
O  -1.809  -1.994  0.147  -0.67
H  -1.243  -1.385  0.654  0.33
H  -1.743  -2.742  0.769  0.34

LUMO energy ... 0.54 eV
2S+1 ... 1
SMILES string ... NCCC(N)=O.O.O
HOMO energy ... -9.45 eV
Kohn-Sham gap ... 10.0 eV


B | DFT (wB97M-V/def2-TZVPD) results for a cluster of 3 separate species, C3H12N2O3 in total.

Last column: Mulliken charge in e.
Positions of all 20 atoms, in Å:
C  1.379  -1.056  -2.498  -0.97
N  1.613  -0.313  -1.273  -0.35
C  0.425  0.381  -0.756  -0.57
C  0.367  1.693  -1.564  0.56
N  1.190  2.679  -1.128  -0.37
O  -0.337  1.809  -2.535  -0.60
H  0.999  -0.395  -3.263  0.34
H  0.648  -1.869  -2.537  0.30
H  2.371  -1.321  -2.854  0.35
H  2.039  -0.910  -0.578  0.23
H  0.530  0.685  0.282  0.42
H  -0.503  -0.155  -0.964  0.25
H  1.858  2.602  -0.386  0.19
H  1.024  3.603  -1.450  0.23
O  -0.422  -0.398  4.136  -0.63
H  -1.044  0.262  3.891  0.30
H  -0.685  -1.159  3.605  0.32
O  -3.467  -2.180  3.241  -0.63
H  -3.837  -1.838  4.057  0.32
H  -4.147  -2.120  2.574  0.32

LUMO energy ... 0.48 eV
2S+1 ... 1
SMILES string ... CNCC(N)=O.O.O
HOMO energy ... -8.87 eV
Kohn-Sham gap ... 9.4 eV


C | DFT (wB97M-V/def2-TZVPD) results for a cluster of 3 separate species, C3H12N2O3 in total.

Last column: Mulliken charge in e.
Positions of all 20 atoms, in Å:
N  0.012  0.016  -2.407  -0.41
C  -0.608  0.849  -1.369  -0.64
N  -0.016  0.501  -0.072  -0.05
C  1.193  1.216  0.267  -0.51
C  1.048  1.860  1.645  -0.05
O  1.557  1.396  2.631  -0.45
H  -0.111  -0.969  -2.256  0.15
H  0.834  0.353  -2.872  0.20
H  -1.660  0.586  -1.288  0.35
H  -0.449  1.874  -1.677  0.41
H  -0.041  -0.454  0.159  0.04
H  2.076  0.577  0.258  0.29
H  1.366  2.050  -0.417  0.38
H  0.397  2.755  1.652  0.33
O  -0.761  -1.977  2.428  -0.65
H  -0.981  -1.051  2.283  0.32
H  0.183  -2.098  2.283  0.33
O  -1.503  -2.759  -0.672  -0.66
H  -1.323  -2.861  0.269  0.34
H  -1.214  -1.865  -0.846  0.28

LUMO energy ... 0.60 eV
2S+1 ... 1
SMILES string ... NCNCC=O.O.O
HOMO energy ... -8.94 eV
Kohn-Sham gap ... 9.5 eV


Most stable: A (next structure +58.4 kJ/mol)


A | DFT (wB97M-V/def2-TZVPD) results for an isolated molecule of C2H3Cl2N.

Last column: Mulliken charge in e.
Positions of all 8 atoms, in Å:
H  0.191  0.607  2.088  0.25
N  0.998  0.600  1.413  -0.54
C  0.659  0.321  0.232  0.48
Cl  1.955  0.520  -0.871  -0.20
C  -0.575  -0.376  -0.612  -0.47
Cl  -2.138  -0.003  0.087  -0.18
H  -0.488  -1.443  -0.662  0.30
H  -0.601  -0.225  -1.676  0.34

LUMO energy ... 0.71 eV
2S+1 ... 1
SMILES string ... [H]/N=C(/Cl)CCl
HOMO energy ... -10.73 eV
Kohn-Sham gap ... 11.4 eV


B | DFT (wB97M-V/def2-TZVPD) results for an isolated molecule of C2H3Cl2N.

Last column: Mulliken charge in e.
Positions of all 8 atoms, in Å:
H  -2.217  -0.392  -0.401  0.24
N  -1.813  -0.184  0.492  -0.51
C  -0.554  0.062  0.522  -0.09
C  0.918  0.019  -0.482  0.04
Cl  1.772  1.472  -0.057  -0.12
Cl  1.517  -1.564  -0.005  -0.11
H  -0.089  0.470  1.460  0.27
H  0.465  0.118  -1.529  0.28

LUMO energy ... 0.80 eV
2S+1 ... 1
SMILES string ... [H]/N=C\C(Cl)Cl
HOMO energy ... -9.71 eV
Kohn-Sham gap ... 10.5 eV


Most stable: A (next structure +90.7 kJ/mol)


A | DFT (wB97M-V/def2-TZVPD) results for a cluster of 12 separate species, H23O12 in total.

Last column: Mulliken charge in e.
Positions of all 35 atoms, in Å:
O  0.504  0.016  -0.601  0.21
H  -0.082  -0.087  0.181  -0.39
O  2.008  -0.750  -2.631  -0.69
H  1.557  -0.518  -1.805  0.26
H  1.409  -1.367  -2.988  0.34
O  3.347  0.458  -0.210  -0.63
H  2.514  0.580  -0.592  0.08
H  3.800  -0.056  -0.903  0.34
O  -1.089  -1.390  2.383  -0.50
H  -2.015  -1.269  2.532  0.23
H  -0.996  -2.129  2.970  0.23
O  1.858  -1.383  1.614  -0.70
H  1.633  -0.955  0.804  0.27
H  0.957  -1.317  1.987  0.44
O  1.245  2.504  -0.414  -0.64
H  0.568  3.073  -0.794  0.28
H  0.869  1.604  -0.508  0.28
O  1.456  1.481  2.741  -0.69
H  0.578  1.345  2.296  0.42
H  2.041  1.147  2.068  0.39
O  -2.590  -1.420  0.165  -0.64
H  -2.392  -1.728  -0.674  0.26
H  -2.326  -0.506  0.007  0.32
O  -2.215  1.313  -0.609  -0.74
H  -2.634  2.154  -0.679  0.26
H  -1.841  1.026  -1.487  0.42
O  -0.188  -2.706  -0.777  -0.67
H  -0.964  -2.871  -0.259  0.33
H  -0.089  -1.719  -0.762  0.10
O  -1.014  1.929  1.786  -0.69
H  -1.765  1.402  2.071  0.29
H  -1.151  1.875  0.834  0.34
O  -1.085  0.383  -2.823  -0.82
H  -1.526  -0.463  -2.741  0.30
H  -0.381  0.348  -2.183  0.38

LUMO energy ... 2.50 eV
2S+1 ... 1
Charge ... -1
HOMO energy ... -6.32 eV
Kohn-Sham gap ... 8.8 eV


B | DFT (wB97M-V/def2-TZVPD) results for a cluster of 12 separate species, H23O12 in total.

Last column: Mulliken charge in e.
Positions of all 35 atoms, in Å:
O  0.467  -14.729  7.728  0.20
H  -0.206  -14.541  7.094  0.15
O  0.558  -15.679  5.335  -0.74
H  1.322  -15.222  4.939  0.35
H  0.652  -15.409  6.231  0.37
O  -0.207  -12.203  8.219  -0.77
H  -1.072  -12.396  8.594  0.40
H  0.013  -13.116  7.937  0.04
O  -1.971  -16.353  5.619  -0.66
H  -1.065  -16.207  5.366  0.42
H  -2.479  -16.145  4.832  0.27
O  2.860  -15.695  7.885  -0.75
H  1.914  -15.335  7.837  0.17
H  2.646  -16.517  8.320  0.31
O  0.422  -14.598  10.398  -0.74
H  0.885  -13.774  10.485  0.36
H  0.375  -14.716  9.460  -0.04
O  -2.642  -15.728  8.167  -0.78
H  -2.045  -16.423  8.518  0.44
H  -2.257  -15.701  7.246  0.28
O  -0.445  -17.145  9.292  -0.77
H  -0.182  -16.362  8.852  0.18
H  -0.536  -16.953  10.217  0.31
O  1.862  -12.966  5.983  -0.71
H  1.418  -13.475  6.669  0.26
H  1.050  -12.714  5.478  0.37
O  3.300  -12.943  8.650  -0.65
H  2.659  -12.344  9.021  0.28
H  2.891  -13.770  8.425  0.34
O  -2.255  -13.583  9.601  -0.79
H  -2.253  -14.272  8.881  0.49
H  -1.551  -13.790  10.195  0.35
O  -2.013  -13.298  6.226  -0.49
H  -2.231  -12.471  6.595  0.27
H  -2.784  -13.756  5.967  0.26

LUMO energy ... 2.81 eV
2S+1 ... 1
Charge ... -1
HOMO energy ... -7.03 eV
Kohn-Sham gap ... 9.8 eV


Most stable: B (next structure +84.0 kJ/mol)